DFT (the ωB97M-V functional and the def2-TZVPD basis) results for a 5-piece molecular cluster, C2H15NO4 overall at a distorted geometry.

```
22
Properties=species:S:1:pos:R:3:lowdin_charge:R:1
C -0.33 -3.14 0.97 -0.045
C -0.25 -1.68 1.39 -0.187
N -0.03 -0.76 0.24 0.311
H -1.13 -3.66 1.50 0.095
H 0.62 -3.64 1.08 0.089
H -0.72 -3.30 -0.05 0.083
H 0.64 -1.48 2.01 0.149
H -1.10 -1.24 1.91 0.132
H 0.96 -0.80 -0.02 0.154
H -0.37 0.19 0.42 0.121
H 0.94 -1.18 -3.37 0.034
H -0.27 -1.45 -2.36 0.013
O 0.11 -0.89 -3.04 -0.025
H -0.23 3.59 0.85 0.078
H -0.11 2.46 -0.15 -0.024
O 0.41 3.00 0.41 -0.033
H 1.00 1.60 1.92 0.013
H 2.47 1.47 1.92 0.060
O 1.70 0.99 2.26 -0.072
H -2.45 1.23 -1.70 0.059
H -1.29 1.42 -2.60 0.059
O -1.57 1.66 -1.69 -0.063
```

Its charge is +1. The orbital gap (alpha / beta) comes out at 11.742 / 6.544 eV. The multiplicity is 2.



DFT (the ωB97M-V functional and the def2-TZVPD basis) results for C20H28F3O5STb as an isolated structure at a distorted geometry.

```
58
Properties=species:S:1:pos:R:3:lowdin_charge:R:1
O -0.72 1.81 -4.11 -0.125
C 0.32 2.72 -4.57 -0.151
C -0.69 3.84 -4.85 -0.053
H 0.79 2.32 -5.45 0.104
H 1.05 2.88 -3.76 0.106
C -1.71 2.89 -4.15 -0.588
H -0.95 3.84 -5.91 0.110
H -0.42 4.83 -4.52 0.107
C -2.85 2.37 -4.94 -0.031
H -2.44 1.82 -5.80 0.096
H -3.47 3.20 -5.26 0.091
H -3.45 1.70 -4.31 0.086
C -2.20 3.37 -2.80 -0.016
H -1.37 3.71 -2.19 0.084
H -2.70 2.53 -2.27 0.080
H -2.90 4.21 -2.99 0.104
Tb 0.72 -1.68 -1.37 1.707
C 1.61 0.53 0.18 -0.214
C 2.68 -0.38 -0.03 -0.250
C 3.19 -0.17 -1.35 -0.202
H 3.14 -1.02 0.72 0.096
C 2.44 0.90 -1.94 -0.161
C 1.44 1.30 -1.00 -0.175
H 0.72 2.11 -1.16 0.086
H 1.04 0.63 1.10 0.103
H 4.02 -0.70 -1.81 0.093
H 2.62 1.35 -2.91 0.078
C -1.09 -1.22 0.27 -0.263
C -1.53 -0.09 -0.49 -0.155
C -2.09 -0.55 -1.71 -0.128
H -1.52 0.96 -0.16 0.106
C -1.98 -1.98 -1.73 -0.188
C -1.41 -2.40 -0.48 -0.277
H -1.21 -3.43 -0.19 0.088
H -0.62 -1.18 1.25 0.105
H -2.60 0.08 -2.45 0.086
H -2.33 -2.63 -2.53 0.098
O 0.56 -1.97 -3.46 -0.358
C 0.02 -1.48 -4.79 -0.071
C 0.69 -2.32 -5.87 -0.143
H 0.16 -0.38 -4.79 0.116
H -1.07 -1.66 -4.70 0.128
C 1.61 -3.35 -5.23 -0.138
H 1.21 -1.73 -6.64 0.120
H -0.14 -2.85 -6.34 0.113
C 1.51 -3.11 -3.72 -0.172
H 2.65 -3.24 -5.56 0.120
H 1.35 -4.40 -5.41 0.124
H 2.52 -2.83 -3.41 0.109
H 1.15 -4.01 -3.22 0.105
F 0.67 -5.30 -1.45 0.084
C 1.24 -5.19 -0.19 -0.527
F 0.18 -5.05 0.69 0.092
F 1.93 -6.31 0.06 0.141
S 2.36 -3.67 -0.06 0.593
O 1.38 -2.74 0.58 -0.414
O 3.60 -3.86 0.62 -0.218
O 2.49 -3.25 -1.48 -0.443
```

Its charge is 0. The orbital gap (alpha / beta) comes out at 7.427 / 7.507 eV. The multiplicity is 7.



DFT (the ωB97M-V functional and the def2-TZVPD basis) results for a 12-piece molecular cluster, C54H114N6O30 overall at a distorted geometry.

```
204
Properties=species:S:1:pos:R:3:lowdin_charge:R:1
C 1.10 -4.51 -0.63 -0.116
O 2.13 -4.76 -1.57 -0.155
C 3.15 -3.78 -1.53 -0.206
C 2.88 -2.59 -2.43 -0.177
N 2.86 -2.91 -3.89 -0.046
C 4.17 -3.17 -4.41 -0.219
C 4.05 -3.86 -5.74 -0.251
O 5.25 -4.32 -6.31 -0.172
C 5.02 -5.29 -7.40 -0.086
H 1.39 -4.70 0.40 0.095
H 0.24 -5.13 -0.91 0.090
H 0.75 -3.48 -0.61 0.052
H 4.15 -4.20 -1.66 0.123
H 3.13 -3.38 -0.52 0.099
H 3.52 -1.77 -2.11 0.097
H 1.92 -2.09 -2.25 0.096
H 2.29 -3.68 -4.21 0.100
H 4.64 -3.94 -3.79 0.114
H 4.71 -2.23 -4.49 0.129
H 3.70 -3.15 -6.48 0.114
H 3.35 -4.70 -5.70 0.124
H 5.78 -5.25 -8.19 0.082
H 4.08 -5.20 -7.93 0.073
H 4.90 -6.33 -7.12 0.078
C 0.04 -2.78 6.31 -0.113
O 1.05 -2.12 5.60 -0.174
C 1.84 -1.31 6.44 -0.231
C 2.78 -0.47 5.59 -0.192
N 2.13 0.74 5.09 -0.033
C 3.05 1.60 4.45 -0.241
C 2.50 2.97 4.05 -0.200
O 3.52 3.72 3.42 -0.183
C 3.11 4.69 2.54 -0.134
H 0.29 -3.49 7.10 0.098
H -0.48 -3.34 5.53 0.064
H -0.71 -2.05 6.63 0.094
H 2.42 -1.94 7.11 0.114
H 1.32 -0.82 7.27 0.125
H 3.22 -1.08 4.81 0.115
H 3.66 -0.23 6.18 0.119
H 1.53 0.38 4.36 0.097
H 3.38 1.16 3.51 0.099
H 4.04 1.68 4.89 0.126
H 1.96 3.48 4.85 0.127
H 1.68 2.83 3.34 0.111
H 2.70 5.53 3.09 0.098
H 2.40 4.38 1.77 0.080
H 3.97 5.01 1.95 0.078
C -1.20 -3.03 -3.13 -0.115
O -1.89 -2.32 -2.15 -0.207
C -1.59 -0.87 -2.13 -0.154
C -2.29 -0.20 -3.26 -0.233
N -2.45 1.22 -3.03 -0.010
C -1.38 1.91 -3.75 -0.188
C -0.16 2.29 -2.90 -0.182
O -0.67 2.93 -1.71 -0.213
C 0.24 3.13 -0.62 -0.077
H -0.88 -2.47 -4.01 0.082
H -1.70 -3.97 -3.37 0.098
H -0.27 -3.42 -2.73 0.057
H -0.51 -0.80 -2.26 0.112
H -1.94 -0.54 -1.15 0.123
H -3.29 -0.62 -3.33 0.098
H -1.92 -0.51 -4.24 0.113
H -2.25 1.51 -2.08 0.090
H -1.70 2.81 -4.29 0.115
H -0.95 1.25 -4.51 0.100
H 0.62 2.87 -3.38 0.113
H 0.36 1.41 -2.52 0.084
H 1.05 3.71 -1.06 0.088
H 0.64 2.16 -0.32 0.054
H -0.17 3.54 0.30 0.077
C -6.33 4.99 5.50 -0.077
O -5.71 4.60 4.20 -0.187
C -4.25 4.42 4.26 -0.185
C -3.61 4.14 2.90 -0.211
N -3.75 5.26 1.96 -0.058
C -2.75 5.18 0.92 -0.212
C -2.91 6.37 -0.08 -0.217
O -2.57 7.63 0.46 -0.201
C -2.55 8.71 -0.44 -0.111
H -7.27 5.41 5.14 0.077
H -5.81 5.73 6.10 0.077
H -6.67 4.19 6.16 0.064
H -3.91 3.60 4.90 0.109
H -3.83 5.36 4.61 0.111
H -4.04 3.25 2.44 0.106
H -2.54 3.94 2.90 0.101
H -3.71 6.15 2.43 0.107
H -2.96 4.30 0.30 0.118
H -1.71 5.17 1.26 0.101
H -3.97 6.51 -0.31 0.121
H -2.39 6.13 -1.00 0.111
H -3.53 9.19 -0.49 0.088
H -2.10 8.44 -1.40 0.083
H -1.83 9.46 -0.10 0.080
C 0.06 -1.39 -9.08 -0.071
O 0.80 -0.36 -8.32 -0.193
C 1.19 -0.82 -7.02 -0.206
C 1.91 0.27 -6.17 -0.161
N 3.23 0.71 -6.75 -0.059
C 3.98 1.70 -5.99 -0.235
C 3.37 3.07 -5.81 -0.239
O 2.97 3.50 -7.08 -0.183
C 4.13 3.98 -7.84 -0.071
H -0.20 -1.00 -10.06 0.082
H -0.82 -1.70 -8.51 0.079
H 0.69 -2.26 -9.30 0.078
H 1.87 -1.67 -7.04 0.102
H 0.30 -1.10 -6.47 0.102
H 2.13 -0.07 -5.15 0.094
H 1.41 1.24 -6.09 0.100
H 2.98 1.23 -7.58 0.091
H 4.94 1.66 -6.51 0.108
H 4.28 1.19 -5.07 0.107
H 4.09 3.71 -5.31 0.117
H 2.46 3.10 -5.20 0.106
H 3.84 4.65 -8.64 0.090
H 4.93 3.26 -8.02 0.083
H 4.68 4.69 -7.22 0.074
C -3.44 0.03 4.44 -0.117
O -2.41 -0.75 3.99 -0.166
C -1.78 -0.15 2.88 -0.202
C -0.57 -0.98 2.37 -0.185
N 0.35 -0.22 1.53 -0.049
C 1.58 -1.00 1.19 -0.134
C 2.45 -0.02 0.40 -0.195
O 2.01 0.15 -0.95 -0.226
C 2.84 0.79 -1.90 -0.113
H -4.38 0.04 3.87 0.088
H -3.04 1.04 4.46 0.088
H -3.79 -0.26 5.43 0.098
H -1.45 0.88 2.99 0.121
H -2.44 -0.14 2.01 0.113
H -0.87 -1.90 1.87 0.098
H -0.11 -1.18 3.34 0.103
H 0.05 0.43 0.82 0.090
H 1.36 -1.91 0.63 0.098
H 2.14 -1.10 2.12 0.111
H 3.39 -0.54 0.22 0.105
H 2.64 0.90 0.95 0.114
H 3.79 0.25 -1.94 0.070
H 3.19 1.74 -1.51 0.080
H 2.62 0.79 -2.97 0.080
O 3.97 -4.63 2.26 0.133
C 4.81 -3.77 2.04 -0.494
O 6.13 -3.95 1.73 0.079
C 6.62 -2.78 1.21 -0.180
C 5.82 -1.72 1.84 -0.122
O 4.59 -2.42 2.13 0.030
H 7.69 -2.62 1.30 0.149
H 6.44 -2.80 0.13 0.138
H 5.80 -0.85 1.18 0.110
H 6.20 -1.34 2.78 0.136
O -2.94 -7.61 0.42 0.088
C -2.83 -6.38 0.71 -0.496
O -2.49 -5.47 -0.19 0.068
C -2.43 -4.14 0.40 -0.063
C -2.77 -4.48 1.88 -0.152
O -3.00 -5.82 1.94 0.056
H -1.48 -3.63 0.25 0.099
H -3.20 -3.53 -0.05 0.118
H -3.71 -4.04 2.20 0.136
H -1.93 -4.20 2.52 0.124
O -6.53 -4.05 4.87 0.137
C -5.32 -4.14 4.93 -0.503
O -4.40 -3.13 4.87 0.055
C -3.15 -3.65 5.32 -0.155
C -3.30 -5.16 5.39 -0.098
O -4.74 -5.29 5.38 0.063
H -2.23 -3.49 4.76 0.089
H -2.98 -3.27 6.33 0.133
H -2.80 -5.57 6.26 0.139
H -2.84 -5.53 4.47 0.110
O 7.68 0.70 -0.27 0.149
C 6.89 1.57 0.00 -0.473
O 5.54 1.60 -0.01 0.027
C 5.07 2.65 0.70 -0.178
C 6.19 3.62 0.52 -0.170
O 7.29 2.81 0.53 0.061
H 4.10 3.04 0.37 0.128
H 5.05 2.16 1.67 0.141
H 6.25 4.18 1.46 0.134
H 6.24 4.36 -0.28 0.144
O -4.83 1.16 0.76 0.120
C -5.41 0.48 -0.08 -0.626
O -6.65 0.34 -0.21 0.133
C -6.92 -0.60 -1.17 -0.137
C -5.63 -1.13 -1.62 -0.124
O -4.73 -0.28 -0.94 0.072
H -7.53 -1.41 -0.77 0.148
H -7.35 -0.06 -2.02 0.148
H -5.45 -1.12 -2.69 0.133
H -5.48 -2.16 -1.30 0.132
O -6.31 1.43 6.31 0.119
C -6.75 0.73 5.40 -0.550
O -6.90 -0.63 5.49 0.076
C -7.37 -1.08 4.24 -0.149
C -7.44 0.15 3.41 -0.159
O -7.03 1.20 4.21 0.110
H -6.63 -1.76 3.81 0.112
H -8.40 -1.44 4.19 0.137
H -8.49 0.29 3.15 0.133
H -6.90 -0.02 2.48 0.119
```

Its charge is 0. As for the SMILES: COCCNCCOC.COCCNCCOC.COCCNCCOC.COCCNCCOC.COCCNCCOC.COCCNCCOC.O=C1OCCO1.O=C1OCCO1.O=C1OCCO1.O=C1OCCO1.O=C1OCCO1.O=C1OCCO1. The orbital gap comes out at 8.360 eV. The multiplicity is 1.



- Look up the charge of the second one.
  0